Here is a cluster of 2 separate species, C5H11N in total from OMol25. Energies are from wB97M-V/def2-TZVPD.

Cartesian coordinates (Å):
1 C 0.045 -0.973 -2.827
2 C -1.064 -0.294 -2.087
3 C -1.456 1.050 -2.313
4 H 0.783 -0.456 -3.379
5 H -0.414 -1.797 -3.643
6 H 0.570 -1.721 -2.250
7 H -1.398 -0.742 -1.172
8 H -2.262 1.646 -1.915
9 H -0.899 1.652 -3.061
10 C 0.226 1.165 2.538
11 C 1.599 -0.742 2.428
12 N 0.374 -0.361 2.311
13 H -0.886 1.335 2.535
14 H 0.806 1.523 3.466
15 H 0.628 1.615 1.564
16 H 1.966 -1.678 2.870
17 H 2.385 -0.082 2.373

Force components x, y, z for each atom (eV/Å):
-2.0 -3.7 -1.7
-0.3 4.9 -0.4
1.9 -3.0 -0.9
0.4 1.2 -0.4
0.7 2.3 1.7
0.2 0.2 0.8
-0.6 -0.6 0.1
-0.1 -0.6 0.8
-0.3 -0.7 0.2
0.1 -2.1 -1.7
1.4 -2.2 0.3
-3.0 2.3 1.1
1.0 0.3 0.4
-0.9 -0.3 -1.1
-0.2 0.2 1.4
-0.7 -0.4 -0.2
2.2 2.1 -0.2

The energy relative to the best compared isomer or geometry (same formula, charge and spin) is 3.001 eV. For the electronic energy, the calculation gives -6848.81686 eV. The charge is -1. Its spin multiplicity is 2. The expectation value of S² is 0.753.

Mulliken population analysis, charges in e, atoms 1 to 5: -1.05 0.05 -0.75 0.36 0.20

Here is a structure of composition C24H62InO5 from OMol25. Energies are from wB97M-V/def2-TZVPD.

Cartesian coordinates (Å):
1 C -5.743 5.144 -1.108
2 C -4.991 3.772 -1.034
3 C -5.963 2.566 -1.240
4 C -3.770 3.712 -2.016
5 In -2.000 2.987 -0.764
6 H -6.379 5.244 -0.208
7 H -6.340 5.231 -2.028
8 H -4.961 5.921 -1.048
9 H -4.634 3.696 0.010
10 H -6.150 2.080 -0.265
11 H -6.924 2.856 -1.701
12 H -5.502 1.789 -1.873
13 H -3.995 2.928 -2.760
14 H -3.569 4.665 -2.534
15 H -2.405 1.257 -0.377
16 H -2.054 3.997 0.735
17 H -0.442 3.074 -1.637
18 C 3.209 -0.414 -4.411
19 C 3.008 0.201 -3.036
20 O 1.747 0.811 -2.862
21 C 0.623 -0.042 -3.001
22 C 0.599 -1.184 -2.004
23 H 3.033 0.330 -5.191
24 H 4.226 -0.798 -4.512
25 H 2.520 -1.242 -4.587
26 H 3.747 0.990 -2.887
27 H 3.183 -0.543 -2.249
28 H 0.556 -0.414 -4.031
29 H -0.258 0.581 -2.839
30 H 1.437 -1.871 -2.153
31 H -0.323 -1.758 -2.104
32 H 0.668 -0.803 -0.983
33 C 6.785 -4.446 -7.687
34 C 6.584 -3.829 -6.313
35 O 5.319 -3.217 -6.143
36 C 4.191 -4.065 -6.279
37 C 4.157 -5.202 -5.274
38 H 6.609 -3.704 -8.468
39 H 7.803 -4.827 -7.786
40 H 6.098 -5.276 -7.863
41 H 7.322 -3.039 -6.168
42 H 6.759 -4.568 -5.524
43 H 4.122 -4.443 -7.305
44 H 3.317 -3.431 -6.123
45 H 4.989 -5.896 -5.419
46 H 3.231 -5.769 -5.372
47 H 4.228 -4.816 -4.256
48 C -7.246 1.703 4.060
49 C -6.087 1.015 3.358
50 O -5.276 1.892 2.607
51 C -4.637 2.927 3.333
52 C -3.693 2.425 4.410
53 H -7.848 2.263 3.342
54 H -7.882 0.966 4.555
55 H -6.899 2.408 4.818
56 H -6.484 0.288 2.646
57 H -5.478 0.450 4.073
58 H -5.384 3.613 3.753
59 H -4.064 3.501 2.602
60 H -4.224 1.881 5.196
61 H -3.170 3.260 4.878
62 H -2.955 1.742 3.984
63 C 0.406 -3.976 1.799
64 C 1.565 -4.666 1.099
65 O 2.381 -3.785 0.350
66 C 3.021 -2.751 1.077
67 C 3.965 -3.254 2.154
68 H -0.193 -3.413 1.082
69 H -0.232 -4.713 2.291
70 H 0.752 -3.274 2.560
71 H 1.168 -5.389 0.385
72 H 2.172 -5.234 1.814
73 H 2.277 -2.065 1.496
74 H 3.592 -2.176 0.346
75 H 3.433 -3.796 2.939
76 H 4.488 -2.419 2.622
77 H 4.703 -3.938 1.729
78 C 0.754 2.983 7.188
79 C 0.970 1.658 6.478
80 O 0.130 1.469 5.358
81 C 0.266 2.420 4.310
82 C 1.653 2.459 3.697
83 H -0.294 3.099 7.470
84 H 1.370 3.037 8.088
85 H 1.017 3.830 6.552
86 H 0.740 0.844 7.168
87 H 2.021 1.536 6.191
88 H -0.039 3.413 4.658
89 H -0.451 2.129 3.542
90 H 2.406 2.794 4.415
91 H 1.673 3.144 2.848
92 H 1.948 1.465 3.354

Force components x, y, z for each atom (eV/Å):
0.7 -0.8 0.6
-0.2 0.3 -0.5
0.3 -0.1 0.3
-0.3 -0.5 0.6
-0.3 -0.1 -0.3
0.0 0.1 -0.5
0.2 0.1 0.2
-0.5 0.0 -0.2
-0.1 0.1 -0.3
-0.2 0.2 -0.4
0.3 0.0 0.2
-0.1 0.3 0.2
0.3 0.5 0.0
-0.2 -0.3 0.2
0.1 0.3 0.0
0.0 -0.1 -0.1
-0.1 0.0 0.1
-0.1 -0.1 -0.1
-0.1 0.0 0.0
0.1 0.1 0.0
-0.3 0.0 0.1
0.3 -0.2 0.0
0.0 0.0 0.0
0.0 0.0 0.0
0.1 0.0 0.0
-0.1 0.1 0.0
0.0 -0.1 0.0
0.0 -0.1 0.0
0.2 0.2 0.0
-0.1 -0.1 0.0
0.0 0.1 0.0
-0.1 0.1 0.0
-0.1 -0.1 -0.1
0.0 0.0 0.0
0.0 0.2 0.0
-0.1 0.0 0.0
0.2 -0.1 0.0
0.0 0.0 0.0
0.0 0.0 0.0
0.1 0.0 0.0
-0.1 0.1 0.1
0.0 -0.1 0.0
0.0 -0.1 0.0
0.1 0.1 0.0
-0.1 0.0 0.0
0.0 0.0 0.0
-0.1 0.0 0.0
0.0 0.1 0.1
0.0 0.0 0.0
-0.1 0.0 -0.1
0.2 0.2 -0.1
-0.1 -0.2 0.1
0.0 -0.1 0.0
0.0 0.0 0.0
0.0 -0.1 0.0
0.1 0.1 -0.1
0.0 0.0 0.1
0.0 0.0 0.1
-0.1 -0.1 -0.1
0.0 0.1 0.1
0.0 0.0 0.0
0.0 0.1 0.0
0.1 0.1 0.0
-0.1 0.0 0.1
0.1 -0.1 -0.2
0.0 0.1 0.0
-0.1 -0.2 0.1
0.0 0.0 0.0
0.0 0.0 0.0
0.0 -0.1 0.0
0.1 0.1 -0.1
0.0 0.0 0.1
0.0 0.0 0.1
-0.1 -0.1 -0.1
0.0 0.1 0.0
0.0 0.0 0.0
0.0 0.1 0.0
0.0 0.1 -0.1
0.0 0.0 0.0
-0.1 -0.2 0.1
0.0 0.0 -0.2
0.2 0.0 0.2
0.0 0.0 0.0
0.0 0.0 0.0
0.1 0.0 0.0
-0.1 -0.1 -0.1
0.0 0.1 0.0
0.1 0.0 0.0
0.0 -0.1 0.1
0.0 0.1 0.0
-0.1 0.0 0.0
-0.1 0.0 -0.1

For the electronic energy, the calculation gives -41300.95991 eV. The charge is -1.

Mulliken population analysis, charges in e, atoms 1 to 5: -1.63 1.65 -1.02 -1.26 0.54

Here is a cluster of 3 separate species, C3H9FNO2 in total from OMol25. Energies are from wB97M-V/def2-TZVPD.

Cartesian coordinates (Å):
1 C 2.564 -1.922 -1.015
2 C 1.738 -2.634 -0.299
3 C -0.780 0.463 0.487
4 N -2.104 3.127 0.057
5 O 0.459 0.622 0.506
6 O -1.405 -0.626 0.710
7 F 0.390 -2.233 -0.232
8 H 3.600 -2.168 -0.978
9 H 2.156 -1.019 -1.464
10 H 1.898 -3.422 0.463
11 H -1.495 1.409 0.342
12 H -1.814 3.413 -0.808
13 H -2.015 3.917 0.603
14 H -3.019 2.926 0.038
15 H 0.750 -0.317 0.747
16 H -0.924 -1.536 0.844

Force components x, y, z for each atom (eV/Å):
-0.7 0.5 0.4
-0.4 -0.6 1.5
-3.9 1.7 0.0
2.9 -1.7 1.3
1.3 -2.4 0.6
0.5 -1.7 0.4
0.4 -0.1 -0.1
0.5 0.0 -0.3
0.5 -0.3 -0.5
0.0 0.3 -1.1
1.6 -1.0 0.0
0.8 0.6 -2.9
0.4 1.9 1.9
-4.3 -0.9 -0.3
1.1 1.3 -0.5
-0.5 2.1 -0.5

The energy relative to the best compared isomer or geometry (same formula, charge and spin) is 0.000 eV. For the electronic energy, the calculation gives -11550.55436 eV. The charge is +1.

Mulliken population analysis, charges in e, atoms 1 to 5: -0.53 -0.05 0.48 -0.82 -0.28

Here is a cluster of 9 separate species, C33H54FNO27SSi in total from OMol25. Energies are from wB97M-V/def2-TZVPD.

Cartesian coordinates (Å):
1 C 1.420 -4.095 4.773
2 C 0.877 -2.894 3.981
3 C 0.276 -1.815 4.897
4 C -0.176 -3.316 2.960
5 N 0.333 -4.383 2.066
6 C 1.462 -4.040 1.171
7 C 1.123 -3.462 -0.190
8 O 0.420 -2.233 -0.146
9 Si 1.137 -0.735 -0.036
10 C 0.092 0.382 -1.091
11 C 2.895 -0.800 -0.651
12 C 1.135 -0.058 1.706
13 S -0.742 -5.419 1.494
14 O -0.099 -6.334 0.613
15 O -1.631 -5.837 2.518
16 F -1.651 -4.532 0.535
17 H 1.065 -4.081 5.804
18 H 1.146 -5.052 4.326
19 H 2.511 -4.062 4.802
20 H 1.717 -2.428 3.464
21 H 0.478 -0.811 4.523
22 H -0.807 -1.910 4.994
23 H 0.708 -1.873 5.894
24 H -1.037 -3.717 3.495
25 H -0.508 -2.467 2.359
26 H 2.095 -3.351 1.731
27 H 2.042 -4.946 1.017
28 H 2.062 -3.364 -0.738
29 H 0.508 -4.172 -0.748
30 H 0.458 1.411 -1.093
31 H -0.933 0.377 -0.718
32 H 0.069 0.017 -2.120
33 H 2.928 -0.971 -1.730
34 H 3.361 0.173 -0.469
35 H 3.521 -1.563 -0.185
36 H 1.295 1.023 1.636
37 H 1.922 -0.473 2.339
38 H 0.176 -0.207 2.208
39 C 2.955 -8.433 -1.642
40 C 2.380 -8.201 -0.253
41 O 3.025 -6.978 0.127
42 C 3.371 -6.308 -0.994
43 O 3.718 -5.167 -1.009
44 O 3.246 -7.097 -2.077
45 H 2.261 -8.889 -2.342
46 H 3.887 -8.999 -1.617
47 H 1.304 -8.031 -0.260
48 H 2.632 -8.975 0.466
49 C -5.045 -1.227 -2.177
50 C -3.940 -1.164 -1.136
51 O -3.255 0.041 -1.505
52 C -4.098 0.831 -2.191
53 O -3.885 1.962 -2.495
54 O -5.233 0.159 -2.501
55 H -5.981 -1.637 -1.811
56 H -4.734 -1.755 -3.080
57 H -4.327 -1.045 -0.124
58 H -3.239 -1.994 -1.170
59 C -4.811 2.733 -5.192
60 C -5.652 3.692 -4.374
61 O -5.975 4.707 -5.344
62 C -5.876 4.171 -6.577
63 O -6.238 4.716 -7.576
64 O -5.312 2.952 -6.525
65 H -4.939 1.692 -4.919
66 H -3.753 2.992 -5.170
67 H -6.582 3.236 -4.032
68 H -5.130 4.137 -3.536
69 C 1.312 1.981 8.930
70 C 2.221 1.067 8.126
71 O 1.302 0.087 7.638
72 C 0.058 0.623 7.623
73 O -0.886 0.118 7.113
74 O 0.053 1.813 8.270
75 H 1.592 3.030 8.899
76 H 1.209 1.654 9.966
77 H 2.674 1.575 7.273
78 H 2.992 0.574 8.711
79 C -6.794 7.074 -3.245
80 C -6.780 8.446 -2.593
81 O -6.197 8.169 -1.315
82 C -5.464 7.036 -1.408
83 O -4.729 6.628 -0.571
84 O -5.690 6.428 -2.599
85 H -6.629 7.083 -4.318
86 H -7.705 6.517 -3.018
87 H -6.137 9.149 -3.125
88 H -7.764 8.881 -2.449
89 C 6.544 -3.823 3.074
90 C 5.519 -3.292 2.087
91 O 4.589 -2.633 2.967
92 C 5.237 -2.279 4.091
93 O 4.802 -1.557 4.934
94 O 6.456 -2.863 4.140
95 H 7.560 -3.826 2.690
96 H 6.290 -4.807 3.469
97 H 5.959 -2.540 1.434
98 H 4.995 -4.056 1.519
99 C -3.321 6.405 -9.556
100 C -4.487 7.081 -8.858
101 O -3.983 8.408 -8.653
102 C -3.008 8.648 -9.558
103 O -2.506 9.707 -9.753
104 O -2.679 7.506 -10.208
105 H -3.615 5.669 -10.297
106 H -2.618 5.960 -8.850
107 H -5.373 7.136 -9.492
108 H -4.757 6.638 -7.907
109 C 6.479 1.005 3.009
110 C 7.086 1.979 2.012
111 O 7.405 1.124 0.904
112 C 6.624 0.027 0.970
113 O 6.531 -0.804 0.123
114 O 5.953 -0.010 2.144
115 H 5.668 1.415 3.604
116 H 7.223 0.550 3.664
117 H 6.368 2.727 1.673
118 H 7.994 2.465 2.357

Force components x, y, z for each atom (eV/Å):
0.1 0.0 0.0
0.0 0.1 0.2
0.1 0.0 -0.1
0.1 -0.1 0.1
-0.3 0.3 -0.4
0.2 -0.1 0.1
-0.2 0.0 -0.2
0.1 -0.1 0.2
0.1 0.2 0.0
0.0 -0.2 0.0
0.1 0.0 -0.2
0.0 0.0 0.0
0.0 0.1 0.0
-0.1 0.0 0.1
0.0 -0.1 0.0
0.0 0.0 0.1
-0.1 -0.1 0.0
0.0 0.0 0.0
0.0 0.0 0.1
0.0 -0.1 -0.1
-0.1 0.0 0.0
0.0 -0.1 0.1
0.0 0.0 0.0
0.0 0.0 0.0
0.0 0.0 0.0
-0.1 0.0 0.0
0.0 0.0 0.0
0.1 0.0 0.0
0.0 0.0 0.0
0.0 0.0 0.0
0.0 0.1 0.0
0.0 0.1 0.0
0.0 0.0 0.0
0.0 0.0 0.0
0.0 0.1 0.1
0.0 0.0 0.0
0.0 0.0 0.0
0.0 0.0 0.0
0.0 0.0 0.1
-0.1 -0.1 -0.1
0.1 0.0 0.0
-0.2 0.1 0.1
0.1 -0.1 0.0
0.0 0.0 0.0
0.0 0.0 0.0
0.0 0.0 0.0
0.0 0.0 0.0
0.1 0.0 0.0
0.0 0.0 0.0
0.0 0.0 0.0
0.0 0.1 0.1
0.0 0.0 0.0
0.0 0.0 0.0
0.0 0.0 0.0
0.0 0.0 0.0
0.0 0.0 0.0
0.0 0.0 0.0
0.0 0.0 0.0
0.0 0.1 0.1
0.0 -0.1 0.1
0.0 0.0 0.0
0.0 0.0 0.0
0.1 0.0 0.0
0.0 0.0 0.0
-0.1 0.0 -0.1
0.0 0.0 0.0
0.0 0.0 0.0
0.0 0.1 0.0
0.0 0.0 0.0
0.0 0.1 0.0
0.0 0.0 0.0
0.0 0.0 0.0
0.0 0.1 0.1
0.0 0.0 0.0
0.0 0.0 0.0
0.0 0.0 0.0
0.0 0.0 0.0
0.0 0.0 0.0
-0.1 0.1 0.0
0.0 0.0 -0.1
0.0 0.0 0.0
0.0 0.0 0.0
0.0 0.0 0.0
0.0 0.0 0.0
0.1 0.0 0.0
0.0 0.0 0.0
0.0 0.0 0.0
0.0 0.0 0.0
0.0 0.0 0.0
0.2 0.0 0.1
-0.2 0.0 0.0
0.0 0.0 0.0
0.0 0.0 -0.1
0.0 0.0 0.0
0.0 0.0 0.0
0.0 0.0 0.0
-0.1 -0.1 -0.1
0.0 0.0 0.0
0.0 0.0 0.1
0.0 0.0 0.0
0.0 0.0 0.0
0.0 0.0 0.0
0.0 0.0 0.0
0.0 0.0 0.0
0.0 0.0 0.0
0.0 0.0 0.0
0.0 0.0 0.0
0.0 0.0 0.0
0.0 0.0 0.0
0.0 0.0 0.0
0.0 0.0 0.0
0.0 0.0 0.0
0.1 0.1 0.0
0.0 -0.1 0.0
0.0 0.0 0.0
0.0 0.0 0.0
0.0 0.0 0.0
0.0 0.0 0.0

For the electronic energy, the calculation gives -113303.04819 eV.

Mulliken population analysis, charges in e, atoms 1 to 5: -1.60 3.11 -1.89 -1.26 0.59

| no. | largest force on an atom (hartree/bohr) |
| --- | --- |
| 1 | 0.096 |
| 2 | 0.023 |
| 3 | 0.085 |
| 4 | 0.012 |